Record 1
# C26H27N5O5S

A single C26H27N5O5S molecule in a non-equilibrium geometry (ωB97M-V with the def2-TZVPD basis set, OMol25).

Cartesian coordinates (Å):
1 C -0.461 3.550 0.254
2 O -0.250 -5.502 1.003
3 C -1.282 -1.963 1.120
4 H 3.139 0.586 0.262
5 C 1.359 -5.796 3.159
6 C -0.395 1.133 1.531
7 H 2.899 3.077 0.891
8 H 1.310 -5.417 -1.093
9 S -0.624 4.927 -0.793
10 C 0.622 -0.529 -1.591
11 C -0.652 -5.885 -0.294
12 H -1.812 5.190 -4.919
13 C -2.434 4.548 -2.954
14 H 0.334 -6.051 3.434
15 H -2.018 -1.307 0.687
16 H 1.639 -6.356 2.264
17 H -0.689 5.630 -3.626
18 H -4.007 5.582 -1.880
19 C 2.259 -1.679 -0.277
20 H 2.031 -6.061 3.975
21 H 4.099 2.670 -0.350
22 C -1.301 -3.313 0.850
23 C -1.353 4.851 -3.994
24 C -0.019 -0.028 2.135
25 C -1.797 3.994 -1.730
26 H -2.966 0.861 -0.498
27 C 0.569 -3.682 2.317
28 C 0.058 -1.741 -1.921
29 C 2.100 1.986 -0.760
30 N -1.293 2.564 -0.175
31 O 1.274 2.218 2.836
32 H 2.907 3.957 -0.639
33 C 1.698 -2.897 -0.615
34 C -0.282 -1.423 1.933
35 H -2.575 6.568 -2.200
36 C 0.442 2.312 1.954
37 C -0.349 -4.183 1.372
38 O 1.518 -4.405 2.981
39 C 0.266 -5.355 -1.414
40 H 2.145 -3.791 -0.211
41 H 0.754 0.147 2.882
42 H -0.588 -6.976 -0.279
43 N -2.026 2.832 -1.268
44 H 1.346 -1.960 3.246
45 H -0.807 -1.783 -2.563
46 H -3.706 6.200 -3.507
47 C -3.233 5.806 -2.611
48 C 1.735 -0.483 -0.754
49 C 0.581 -2.941 -1.439
50 N 2.370 0.708 -0.382
51 C 0.587 -2.321 2.568
52 N -2.357 0.543 0.251
53 H -2.055 -3.690 0.178
54 H -3.109 3.779 -3.342
55 H -1.686 -5.597 -0.508
56 H 3.120 -1.664 0.376
57 H 0.131 -6.005 -2.285
58 N 0.310 3.495 1.271
59 O 1.172 2.303 -1.480
60 C 3.072 2.986 -0.181
61 H -0.764 3.961 -4.199
62 H 0.208 0.384 -1.983
63 O -0.081 -4.064 -1.858
64 C -1.407 1.337 0.507

Cartesian forces, eV/Å:
C -0.067 -0.220 0.306
O 0.078 0.341 0.434
C 0.017 -0.086 0.001
H -0.113 0.136 -0.117
C 0.069 -0.423 0.144
C 0.520 -0.195 0.533
H 0.023 0.010 0.089
H -0.052 -0.030 -0.053
S -0.221 -0.164 -0.063
C -0.003 0.148 -0.044
C 0.227 0.092 -0.635
H -0.011 0.074 -0.091
C -0.047 0.183 -0.187
H 0.032 0.007 0.001
H 0.037 -0.121 0.029
H -0.045 0.053 0.118
H 0.113 0.104 -0.040
H -0.070 0.048 0.080
C -0.095 0.289 -0.153
H -0.070 -0.008 -0.036
H 0.105 -0.015 -0.015
C -0.011 -0.326 0.181
C -0.166 -0.165 0.035
C -0.014 0.604 -0.106
C 0.314 0.206 0.316
H 0.163 0.257 -0.037
C -0.223 0.020 -0.008
C 0.180 -0.413 0.082
C 0.431 0.096 0.177
N 0.469 0.496 0.387
O 0.037 0.012 0.108
H -0.021 -0.022 -0.024
C -0.124 -0.289 -0.167
C -0.284 -0.657 0.004
H 0.012 0.156 0.031
C 0.059 -0.291 0.140
C 0.086 0.130 0.172
O 0.108 0.269 -0.302
C -0.196 -0.374 0.338
H -0.008 -0.097 0.047
H -0.040 0.073 -0.113
H -0.048 0.105 -0.075
N -0.730 -0.466 -0.710
H 0.110 0.066 0.093
H -0.137 0.007 -0.083
H -0.035 0.089 -0.072
C -0.027 -0.240 -0.055
C -0.149 -0.334 -0.171
C 0.116 0.382 -0.209
N 0.347 -0.034 0.264
C -0.150 -0.114 -0.105
N -0.273 -0.230 0.002
H -0.024 -0.055 -0.087
H 0.090 0.014 0.112
H 0.057 -0.078 0.020
H 0.111 -0.005 0.097
H 0.057 0.033 0.121
N 0.325 0.888 0.012
O -0.097 -0.078 -0.347
C -0.083 0.125 -0.019
H 0.106 -0.038 -0.051
H -0.027 0.045 -0.002
O -0.108 0.179 -0.010
C -0.630 -0.171 -0.286

Summary:
**Strongest force on any atom**: 1.12 eV Å⁻¹
**Energy relative to the best compared isomer or geometry (same formula, charge and spin)**: 0.194 eV
**HOMO-LUMO gap**: 0.270 hartree
**HOMO**: -7.85 eV
**SMILES**: [H]/N=C1/C(=C\c2ccc(OCCOc3ccc(NC(C)=O)cc3)c(OC)c2)C(=O)N=C2SC(C(C)C)=NN21
**LUMO**: -0.489 eV



Record 2
# C26H28AuBr2ClF5N4O3Te

A molecular structure, C26H28AuBr2ClF5N4O3Te (ωB97M-V with the def2-TZVPD basis set, OMol25).

Cartesian coordinates (Å):
1 C -0.679 -0.951 -3.169
2 H -1.805 -2.935 -1.790
3 H 0.002 1.242 1.387
4 C -1.954 -1.683 -3.519
5 C 2.422 3.593 1.226
6 H 0.557 2.149 -2.533
7 H -3.187 -3.263 -2.767
8 C 3.921 3.071 3.457
9 Te 5.406 -0.107 1.630
10 C 4.352 4.062 2.560
11 H -6.544 -2.155 -3.009
12 C 0.542 1.075 -2.666
13 Cl 3.215 1.164 -2.240
14 N -1.740 -1.140 0.315
15 H 5.271 4.601 2.740
16 C -3.505 -1.607 -1.396
17 C -0.648 0.422 -2.948
18 F 6.342 0.986 2.825
19 H 3.901 5.074 0.735
20 C 0.521 -1.656 -3.090
21 C -3.024 -1.779 0.052
22 N 1.987 2.659 2.093
23 H -3.715 -1.316 0.749
24 C 4.197 1.674 5.513
25 H 4.817 1.429 6.364
26 C 2.178 1.346 4.084
27 Br 2.453 -0.333 6.373
28 H 0.528 -2.723 -3.285
29 F 4.759 1.533 0.991
30 H -2.668 -0.991 -3.966
31 O 4.403 -1.103 0.503
32 C 4.635 2.680 4.617
33 C 3.042 1.012 5.277
34 Au 2.368 -0.871 0.545
35 C -0.413 0.343 0.964
36 H -5.421 -0.856 -3.322
37 H -0.274 -2.599 -0.219
38 C -5.010 -2.031 -1.501
39 F 4.080 -0.044 2.982
40 C -5.898 -1.137 -0.625
41 H -4.949 -2.526 -3.647
42 C 2.712 2.409 3.155
43 H 2.649 -1.574 -2.753
44 C 1.598 3.783 0.005
45 C 1.717 0.349 -2.592
46 H -1.712 -2.415 -4.293
47 H -2.925 -2.836 0.293
48 H -1.566 0.990 -3.002
49 F 6.173 -1.531 2.517
50 H -6.944 -1.395 -0.799
51 C 3.594 4.324 1.449
52 H -6.251 -3.773 -1.237
53 C -2.601 -2.444 -2.354
54 C -0.514 -1.619 0.156
55 Br 6.232 3.485 5.046
56 N -1.690 0.107 0.836
57 N 0.359 -0.705 0.556
58 H 1.889 4.668 -0.555
59 C 1.720 -1.021 -2.798
60 O 1.107 0.839 3.927
61 H -5.029 -3.614 0.009
62 C -5.214 -3.485 -1.059
63 H -4.585 -4.189 -1.604
64 O -3.373 -0.214 -1.645
65 H 1.738 2.906 -0.633
66 H -3.990 0.037 -2.340
67 H -5.711 -1.277 0.440
68 F 6.870 0.019 0.521
69 C -5.490 -1.883 -2.953
70 H -5.773 -0.079 -0.852
71 H 0.541 3.834 0.269

Cartesian forces, eV/Å:
C -0.014 -0.011 0.041
H -0.008 0.011 -0.002
H -0.010 0.020 -0.014
C 0.034 0.007 -0.014
C -0.015 -0.011 0.032
H 0.002 -0.003 0.009
H -0.018 -0.002 -0.019
C -0.066 -0.028 -0.011
Te -0.035 -0.037 -0.045
C 0.027 0.028 0.026
H 0.003 -0.007 -0.002
C 0.010 0.038 -0.015
Cl -0.022 -0.001 0.001
N -0.016 0.024 0.022
H 0.002 -0.001 -0.002
C 0.005 -0.016 0.010
C -0.009 -0.049 -0.005
F 0.035 -0.046 0.017
H -0.002 -0.004 -0.005
C 0.019 0.001 -0.003
C 0.022 -0.042 0.029
N 0.093 0.013 0.004
H 0.009 -0.003 -0.010
C 0.029 -0.005 0.036
H -0.013 0.005 0.012
C -0.086 0.199 0.087
Br 0.000 0.005 -0.001
H -0.003 -0.002 0.005
F -0.029 -0.012 -0.009
H -0.010 0.010 -0.007
O 0.012 -0.005 0.022
C -0.003 0.052 0.011
C 0.025 -0.072 -0.058
Au 0.028 0.024 0.020
C 0.031 -0.021 0.068
H -0.002 0.004 0.008
H -0.001 0.004 0.001
C 0.005 0.003 0.000
F 0.020 -0.027 -0.008
C -0.014 0.011 0.003
H 0.019 -0.015 -0.007
C 0.003 -0.014 -0.018
H 0.000 -0.001 0.002
C -0.014 -0.013 -0.026
C 0.022 -0.010 -0.008
H -0.025 0.005 -0.012
H -0.004 0.000 0.015
H 0.000 0.016 0.003
F 0.026 0.021 0.010
H 0.002 0.000 0.001
C -0.021 0.000 -0.022
H -0.002 0.002 0.004
C -0.005 0.027 0.016
C -0.001 0.009 -0.024
Br 0.001 -0.004 0.003
N 0.009 0.016 -0.046
N -0.059 -0.046 -0.058
H 0.001 0.009 0.007
C -0.023 0.002 -0.017
O 0.030 -0.070 -0.038
H 0.006 0.000 -0.002
C 0.000 0.002 0.000
H -0.007 0.000 0.000
O 0.012 -0.006 0.004
H 0.004 0.002 0.009
H -0.006 0.004 -0.020
H -0.021 -0.001 -0.004
F -0.007 0.012 -0.013
C 0.023 0.001 0.002
H 0.006 -0.003 -0.002
H -0.001 0.006 0.004

Summary:
**Strongest force on any atom**: 0.23 eV Å⁻¹
**Energy relative to the best compared isomer or geometry (same formula, charge and spin)**: 0.000 eV
**HOMO-LUMO gap**: 0.178 hartree
**HOMO**: -11.07 eV
**LUMO**: -6.242 eV
**Total charge**: +1



Record 3
# C26H28AuCl3N10OSi

A molecular structure, C26H28AuCl3N10OSi (ωB97M-V with the def2-TZVPD basis set, OMol25).

Cartesian coordinates (Å):
1 Cl -4.593 -0.720 -1.127
2 C 0.563 -5.062 2.029
3 C 3.714 1.622 0.346
4 H -0.121 -3.058 2.384
5 N 0.169 2.083 0.014
6 Au -1.993 1.646 -0.080
7 H 0.533 6.504 -2.610
8 C 4.212 0.203 0.194
9 C -2.046 -1.549 1.798
10 H 1.674 5.234 -2.133
11 H 0.250 5.025 -0.041
12 H -5.358 1.060 -4.761
13 N -2.304 -2.121 2.981
14 H 1.172 1.152 1.656
15 H 3.888 1.980 1.363
16 H -1.036 6.074 -0.641
17 H 5.824 -3.325 -0.141
18 C -1.001 -6.813 2.550
19 H 0.897 5.181 -3.723
20 H 0.986 -7.167 1.811
21 H 0.216 2.860 -3.033
22 H -1.411 4.412 -0.171
23 Si -4.209 1.147 -0.237
24 N 3.805 -4.692 0.716
25 C -1.673 4.788 -2.909
26 Cl -5.137 0.956 1.637
27 H -3.639 -3.702 2.770
28 C -0.403 4.617 -2.080
29 N -0.073 3.172 -2.116
30 O 2.095 -3.312 1.344
31 C 0.746 5.435 -2.671
32 N -1.583 -0.331 1.969
33 H -4.582 2.225 -5.854
34 C 4.054 -2.209 0.439
35 H -1.304 0.710 3.829
36 C 6.099 -1.218 -0.395
37 N 2.024 2.513 -1.153
38 N -2.007 -1.255 3.978
39 C -4.701 1.925 -4.814
40 C 3.365 -3.332 0.812
41 C 0.250 -6.434 2.109
42 C 5.524 0.051 -0.275
43 Cl -5.517 2.439 -1.253
44 H -5.149 2.738 -4.247
45 N 2.321 1.862 0.005
46 C 1.802 -4.638 1.527
47 H -1.254 -7.863 2.606
48 H -1.913 5.847 -3.028
49 C 1.203 1.621 0.686
50 H 2.458 -0.818 0.899
51 C 0.714 2.621 -1.122
52 C -0.662 5.050 -0.642
53 C -1.594 -0.195 3.321
54 C 5.392 -2.339 -0.053
55 H 4.272 2.268 -0.329
56 C -1.641 -4.495 2.851
57 C -1.947 -5.856 2.907
58 C 3.477 -0.904 0.546
59 N 2.868 -5.429 1.134
60 H -2.858 -3.528 4.340
61 H -2.214 -2.042 0.853
62 C -2.691 -3.486 3.265
63 H -2.932 -6.171 3.232
64 H -2.508 4.278 -2.427
65 C -0.390 -4.104 2.426
66 C -3.401 1.588 -4.242
67 H 7.110 -1.313 -0.769
68 H -1.540 4.350 -3.899
69 H 6.092 0.927 -0.560
70 N -2.380 1.320 -3.790

Cartesian forces, eV/Å:
Cl 0.020 0.124 0.037
C -0.069 -0.077 0.021
C -0.052 0.030 0.021
H 0.011 0.003 -0.010
N -0.305 -0.109 -0.336
Au -0.018 0.107 0.042
H -0.004 0.003 0.003
C 0.062 0.001 -0.045
C -0.057 0.013 -0.151
H 0.006 0.006 0.001
H -0.003 -0.011 0.000
H -0.004 -0.007 0.009
N -0.043 0.054 0.088
H -0.028 -0.079 -0.041
H -0.055 -0.049 0.014
H 0.022 0.013 0.005
H -0.012 -0.016 0.004
C 0.046 0.030 -0.019
H 0.006 -0.011 0.004
H 0.007 -0.002 -0.007
H -0.033 0.061 -0.018
H -0.015 0.017 -0.010
Si -0.098 -0.036 0.100
N 0.070 0.384 -0.048
C 0.018 -0.015 0.005
Cl 0.059 -0.013 -0.132
H 0.011 -0.004 -0.017
C -0.042 -0.054 -0.006
N -0.014 -0.096 0.078
O -0.121 0.110 0.036
C 0.015 0.018 -0.018
N 0.105 0.018 0.201
H -0.001 -0.007 0.004
C 0.023 -0.021 -0.009
H 0.016 0.000 0.010
C -0.034 -0.034 0.007
N 0.062 -0.135 0.105
N 0.015 -0.069 -0.075
C 0.082 -0.039 0.050
C 0.089 -0.377 -0.008
C -0.045 0.025 0.028
C 0.029 0.000 -0.039
Cl 0.144 -0.079 0.009
H -0.007 0.023 0.026
N -0.039 0.097 -0.164
C 0.486 -0.220 -0.177
H -0.005 -0.002 0.001
H -0.003 -0.010 0.016
C 0.019 0.094 0.216
H -0.008 0.010 0.005
C 0.148 0.085 -0.016
C -0.026 0.018 0.006
C 0.016 -0.042 0.010
C 0.009 0.049 -0.013
H 0.027 0.027 0.050
C -0.002 -0.011 0.015
C -0.017 -0.013 0.015
C 0.003 0.044 0.018
N -0.452 0.111 0.178
H -0.023 -0.008 -0.009
H -0.006 0.004 -0.010
C 0.012 0.043 0.016
H -0.002 0.002 0.004
H 0.011 -0.009 0.004
C 0.006 0.006 -0.006
C -0.122 0.010 -0.004
H 0.005 0.000 0.003
H 0.003 0.019 -0.031
H 0.002 0.001 0.000
N 0.100 -0.009 -0.047

Summary:
**Strongest force on any atom**: 0.56 eV Å⁻¹
**HOMO-LUMO gap (spin up / spin down)**: 0.220 / 0.194 hartree
**HOMO (spin up / spin down)**: -6.15 / -8.11 eV
**Multiplicity**: 3
**<S²>**: 2.07
**LUMO (spin up / spin down)**: -0.176 / -2.844 eV



Record 4
# C26H28AuClN4O6

A molecular structure, C26H28AuClN4O6 in a non-equilibrium geometry (ωB97M-V with the def2-TZVPD basis set, OMol25).

Cartesian coordinates (Å):
1 C -2.703 0.269 3.592
2 C 0.392 -2.115 1.280
3 C -0.902 -1.973 -0.878
4 C 0.090 -4.070 -0.150
5 H -4.223 0.556 -4.121
6 N 0.299 -0.720 1.624
7 H 5.053 2.559 -2.104
8 H 4.079 5.608 0.716
9 C 3.125 2.330 -1.171
10 C 1.406 -4.246 1.836
11 O -1.415 -2.648 -1.902
12 C -0.841 1.630 4.198
13 C -2.556 -1.593 1.964
14 O 2.352 -6.201 2.461
15 O -1.188 -0.732 -0.845
16 Cl 6.231 4.874 -1.005
17 H 1.243 -0.413 1.842
18 H -3.547 -1.792 2.361
19 H -3.623 2.107 -2.309
20 H 1.604 1.777 2.258
21 C -0.015 0.908 3.353
22 H 1.062 -5.868 0.490
23 H 3.719 0.891 -2.611
24 C 2.204 2.903 -0.238
25 H 1.624 -2.474 2.993
26 H -2.661 -1.285 0.927
27 C -1.747 -0.350 -4.549
28 C -2.931 1.305 -2.572
29 H 2.114 0.462 3.330
30 N 2.206 -5.003 2.706
31 H -2.264 2.340 -4.212
32 H -0.424 2.444 4.770
33 O 1.047 2.443 0.084
34 C 1.427 1.304 3.225
35 H -4.422 -0.275 -2.553
36 C -0.155 -2.688 0.091
37 H -3.246 -1.657 -4.069
38 H -0.502 0.391 -2.939
39 C 3.806 4.705 0.190
40 C 1.171 -2.889 2.105
41 H -0.339 -4.496 -1.041
42 C 4.694 4.132 -0.728
43 N -1.883 1.836 -3.416
44 C -2.188 1.333 4.306
45 H 1.688 2.022 3.997
46 C 4.356 2.987 -1.397
47 H -2.835 1.929 4.932
48 N -2.744 -0.889 -3.630
49 C -0.559 -0.147 2.591
50 H -1.907 -1.998 -2.482
51 H -3.751 0.023 3.689
52 H -2.220 0.063 -5.457
53 H -0.223 1.192 -4.496
54 C 2.601 4.101 0.415
55 H -2.450 0.940 -1.664
56 H 1.888 4.524 1.105
57 C -3.691 0.152 -3.242
58 Au 0.131 0.729 -0.385
59 C -0.990 0.780 -3.839
60 O 2.714 -4.434 3.674
61 C -1.911 -0.488 2.738
62 C 2.919 1.109 -1.882
63 H -1.975 -2.512 1.991
64 H -1.066 -1.147 -4.841
65 O 2.008 0.281 -1.798
66 C 0.846 -4.831 0.687

Cartesian forces, eV/Å:
C 0.152 0.129 0.109
C -0.658 0.600 -0.712
C -2.379 3.107 -2.134
C -0.570 1.392 -0.305
H 0.024 -0.145 0.085
N 0.711 -1.057 0.258
H 0.061 -0.046 -0.066
H 0.031 0.075 0.014
C -0.176 0.674 0.627
C -1.807 1.932 -2.057
O 0.693 -0.343 0.962
C -0.174 -0.092 -0.044
C -0.002 0.013 -0.101
O -0.134 1.009 0.138
O 0.187 -3.101 0.155
Cl 0.325 0.192 -0.065
H -0.156 -0.100 -0.139
H -0.065 -0.084 0.017
H -0.006 -0.052 0.041
H 0.079 -0.002 -0.061
C -0.034 -0.192 -0.075
H -0.105 -0.095 -0.074
H 0.127 0.006 -0.039
C 0.122 -0.122 -0.109
H -0.084 0.135 0.041
H -0.104 -0.099 -0.150
C 0.407 0.276 -0.059
C -0.285 -0.135 -0.061
H 0.071 -0.095 0.046
N 1.652 -1.624 1.937
H 0.039 -0.130 0.102
H 0.091 0.106 0.047
O 0.403 0.759 0.221
C -0.012 0.099 -0.102
H -0.047 0.025 -0.018
C 1.568 -1.632 1.817
H 0.003 0.211 -0.112
H 0.083 -0.021 -0.210
C -0.159 -0.265 -0.055
C 0.681 -1.462 0.393
H 0.016 -0.097 -0.065
C -0.083 -0.306 -0.209
N 0.060 0.501 -0.083
C -0.029 -0.027 -0.017
H 0.023 0.043 0.062
C -0.095 0.094 0.161
H -0.020 0.020 0.119
N -0.111 -0.722 -0.024
C -0.608 0.331 0.432
H -0.205 0.550 -0.176
H -0.094 -0.077 -0.027
H 0.047 -0.104 0.060
H 0.031 -0.039 0.019
C 0.070 0.171 -0.013
H -0.197 0.075 0.043
H -0.080 0.063 0.117
C -0.100 0.381 0.357
Au -0.533 1.039 -0.142
C -0.036 -0.232 -0.314
O -0.455 -0.450 -0.890
C 0.258 0.050 0.037
C -0.291 -0.983 -0.513
H -0.109 -0.119 0.064
H 0.071 -0.070 -0.066
O 1.030 0.398 -0.374
C 0.885 -0.334 1.181

Summary:
**Strongest force on any atom**: 4.46 eV Å⁻¹
**HOMO-LUMO gap**: 0.200 hartree
**HOMO**: -7.38 eV
**LUMO**: -1.954 eV



The evaluated M for the records listed, in turn: 521.60 1059.35 827.99 724.95 g/mol.